*w*
Computed, not measured: 3 unconnected molecules or ions with the total composition C2H3F3O, with ωB97M-V/def2-TZVPD.

Positions of all 9 atoms, in Å:
F: 0.5114 0.0510 -0.9497
F: -1.9561 1.2006 0.2766
F: 0.6200 -1.0121 0.9398
O: -2.7199 -0.3168 -0.2608
C: 0.7596 0.2330 0.4050
C: -2.1215 -1.1138 -0.7923
H: 1.7180 0.5998 0.7130
H: -0.1108 0.8589 0.8716
H: -1.3022 -1.4977 -1.2888

## Properties
LUMO level (alpha / beta): -0.8 / -0.8 eV
charge: 0



*x*
Computed, not measured: 2 unconnected molecules or ions with the total composition C2H3F3O, with ωB97M-V/def2-TZVPD.

Positions of all 9 atoms, in Å:
F: -0.9535 1.9137 1.8225
F: 0.7175 2.1475 0.4529
F: 0.9521 2.6888 2.5061
O: 0.3618 -0.7418 0.1454
C: 0.3900 1.8064 1.6947
C: -0.2298 -1.3307 -0.7070
H: 0.5902 0.7812 2.0382
H: 0.2847 -1.9977 -1.2513
H: -1.0323 -0.9059 -1.1453

## Properties
SMILES: FC(F)F.C=O
LUMO level: 0.5 eV
charge: 0



*y*
Computed, not measured: a molecular structure, C2H3F3O, with ωB97M-V/def2-TZVPD.

Positions of all 9 atoms, in Å:
F: 1.7959 0.7407 -0.9507
F: -2.8274 -0.5846 -0.2197
F: 1.8822 -0.4685 0.8265
O: -1.4156 0.1527 -0.6702
C: -0.6919 0.4674 0.3535
C: 1.2446 -0.2673 -0.2806
H: -0.5316 1.4350 0.6275
H: -0.5403 -0.3397 1.1409
H: 1.0841 -1.1356 -0.8271

## Properties
LUMO level (alpha / beta): -1.6 / -1.2 eV
charge: 0



*x* takes first place; second place is 90.0 kcal/mol up.



*w*
Computed, not measured: a gas-phase ion, C2H2NO3 (charge -1), with ωB97M-V/def2-TZVPD.

Positions of all 8 atoms, in Å:
O: -0.8334 -1.2439 1.7116
O: -1.4329 -0.9669 -0.4794
O: 1.0261 0.6308 1.3592
N: 0.3800 0.2489 0.3806
C: -0.7257 -0.7786 0.6057
C: 0.6406 0.5185 -0.8441
H: -0.2292 0.1322 -1.5117
H: 1.1744 1.4591 -1.2219

## Properties
SMILES: C=[N+]([O-])C(=O)[O-]
LUMO level: 4.4 eV
charge: -1



*x*
Computed, not measured: a gas-phase ion, C2H2NO3 (charge -1), with ωB97M-V/def2-TZVPD.

Positions of all 8 atoms, in Å:
O: -0.9358 1.8097 1.1218
O: -0.8988 -1.2322 -0.7787
O: 1.2592 -1.3545 -1.2993
N: -0.5191 0.7474 0.6004
C: 0.3149 -0.9087 -0.6700
C: 0.6177 0.2542 0.2659
H: -1.3864 -0.0660 0.1955
H: 1.5483 0.7501 0.5644

## Properties
SMILES: O=C([O-])/C=[NH+]/[O-]
LUMO level: 4.5 eV
charge: -1



*x* takes first place; second place is 3.3 kcal/mol up.



*w*
Computed, not measured: 3 unconnected molecules or ions with the total composition CH10N2O2, with ωB97M-V/def2-TZVPD.

Positions of all 15 atoms, in Å:
O: 2.7516 -3.8444 -2.7787
O: -4.5726 2.6355 3.8480
N: -0.2212 -0.3838 -0.1075
N: 1.3497 1.2574 -1.1868
C: 1.1382 0.3246 -0.1125
H: 0.9353 0.8431 -2.0681
H: 2.0935 -0.1686 -0.1034
H: 3.7157 -3.7503 -2.8642
H: -0.9094 0.3266 -0.4748
H: -4.3918 1.9836 4.5428
H: 1.1217 1.1238 0.6787
H: -0.4897 -0.6608 0.8191
H: 2.4274 -3.0470 -2.2933
H: 0.8145 2.1162 -0.9414
H: -5.4784 2.8416 3.8852

## Properties
SMILES: NCN.O.O
LUMO level: 0.8 eV
charge: 0



*x*
Computed, not measured: 3 unconnected molecules or ions with the total composition CH10N2O2, with ωB97M-V/def2-TZVPD.

Positions of all 15 atoms, in Å:
O: -2.6549 0.0550 0.0804
O: -1.2929 -1.0956 1.8738
N: 0.9544 -0.7736 -0.8391
N: 1.6804 1.5084 -0.1068
C: 1.6904 0.4678 -1.1675
H: 0.8017 1.9546 0.1346
H: -1.9914 -1.5990 2.3014
H: 2.0931 1.0334 0.6842
H: 1.2002 0.9170 -2.0469
H: 0.0220 -0.4471 -0.5720
H: 2.7172 -0.0724 -1.2771
H: -2.1566 0.8652 -0.0246
H: -0.8138 -1.6511 1.2593
H: -3.5534 0.1253 -0.2457
H: 1.3034 -1.2879 -0.0539

## Properties
SMILES: NCN.O.O
LUMO level: 0.7 eV
charge: 0



*x* takes first place; second place is 1.9 kcal/mol up.



*w*
Computed, not measured: 2 unconnected molecules or ions with the total composition C6H16O, with ωB97M-V/def2-TZVPD.

Positions of all 23 atoms, in Å:
O: 0.3744 3.0923 2.0809
C: -1.8988 -1.1418 -0.4323
C: -0.7469 -0.1755 -0.7539
C: 1.5714 -2.3697 -0.6044
C: 1.6729 -0.8790 -0.2952
C: -1.2833 1.2444 -0.8709
C: 0.4020 -0.2758 0.2924
H: -0.1854 3.7299 2.5361
H: -0.4977 1.9987 -0.9351
H: -1.8480 1.5411 0.0245
H: 0.0083 -0.8948 1.1059
H: 1.9417 -0.3598 -1.2045
H: 0.0984 2.2150 2.3884
H: 2.5212 -2.7492 -0.9611
H: -2.3151 -0.8725 0.5405
H: -1.5378 -2.1488 -0.2920
H: -0.3345 -0.4462 -1.7344
H: 1.3772 -2.9537 0.2906
H: 0.7849 -2.5782 -1.3330
H: 0.6242 0.7081 0.7162
H: 2.5195 -0.6996 0.3777
H: -2.6475 -1.0869 -1.2048
H: -1.9746 1.3634 -1.7124

## Properties
SMILES: CCCC(C)C.O
LUMO level: 0.8 eV
charge: 0



*x*
Computed, not measured: 2 unconnected molecules or ions with the total composition C6H16O, with ωB97M-V/def2-TZVPD.

Positions of all 23 atoms, in Å:
O: 4.0378 1.0466 -3.8451
C: 0.4442 -1.4793 0.8924
C: 0.6022 0.0883 0.9720
C: -0.1935 0.9387 -0.0169
C: -1.7578 0.8425 0.0738
C: -2.1252 0.5633 1.5586
C: -0.2394 -1.8412 -0.4142
H: 1.4279 -1.8044 0.7806
H: -1.2617 -1.4971 -0.3314
H: 3.3478 1.5440 -3.3425
H: 0.0040 -1.8345 1.7685
H: 0.4688 0.7774 -0.8937
H: -0.1259 -2.8528 -0.7360
H: -2.1886 1.8586 -0.0716
H: -0.0392 1.8999 0.4047
H: 0.5571 0.4863 2.0520
H: -3.1674 0.6506 1.6130
H: 1.6465 0.4067 0.6643
H: 4.0968 0.3958 -3.1723
H: -1.5703 1.2437 2.0355
H: 0.1914 -1.1442 -1.1261
H: -2.2490 0.2367 -0.6917
H: -1.9067 -0.5257 1.8260

## Properties
SMILES: CCCCCC.O
LUMO level: 0.5 eV
charge: 0



*w* takes first place; second place is 44.0 kcal/mol up.



*w*
Computed, not measured: C8H16N2O4 in the gas phase, with ωB97M-V/def2-TZVPD.

Positions of all 30 atoms, in Å:
O: 3.4250 0.6682 0.2218
O: -1.5804 2.3323 0.7784
O: 2.1200 -0.0681 1.8789
O: -3.3929 -1.0273 2.1877
N: -0.6112 -0.3599 2.3422
N: 0.2466 1.2215 -0.0733
C: 2.3097 -1.1800 -2.1193
C: -2.9378 0.1590 1.5615
C: 0.2079 0.0715 -2.7568
C: 1.4162 0.0110 -1.8210
C: -1.4676 -0.0083 1.1478
C: -0.9498 1.2959 0.6067
C: 2.3567 0.2402 0.5976
C: 1.0841 0.0635 -0.3140
H: 1.9623 0.9843 -2.0018
H: 0.5510 0.2107 -3.8043
H: 1.7887 -2.0960 -1.8451
H: 1.2135 -0.4340 2.0223
H: 0.6377 2.1326 -0.3068
H: 3.1666 -1.1142 -1.5291
H: 0.5873 -0.8459 -0.0271
H: -3.5853 0.4366 0.7034
H: -0.4391 -0.8361 -2.6759
H: -0.7184 0.3711 3.0433
H: 2.5696 -1.1521 -3.1484
H: -2.8814 0.9749 2.2645
H: -1.0238 -1.3202 2.6946
H: -4.2742 -0.8627 2.5432
H: -0.4193 0.9333 -2.5359
H: -1.3616 -0.8019 0.3650

## Properties
SMILES: CC(C)[C@H](NC(=O)[C@@H](N)CO)C(=O)O
LUMO level: 0.4 eV
charge: 0



*x*
Computed, not measured: C8H16N2O4 in the gas phase, with ωB97M-V/def2-TZVPD.

Positions of all 30 atoms, in Å:
O: -1.6296 -0.5691 2.6530
O: 2.1458 -0.2302 1.1770
O: -0.5210 -2.6648 -1.4635
O: -2.9869 -2.2560 2.0496
N: -0.9189 1.4680 0.2808
N: 0.2891 -1.4110 1.0450
C: 0.3311 0.7723 -0.1128
C: 0.4148 2.7883 -1.3901
C: -2.0621 -1.5380 1.7872
C: 2.4339 1.3354 -1.3786
C: -1.0505 -1.6374 0.6547
C: -1.2656 -2.9675 -0.2731
C: 1.3369 1.9123 -0.6147
C: 0.9697 -0.2515 0.7641
H: 3.1739 0.8576 -0.8069
H: -2.0878 -0.7029 3.4868
H: 0.1778 0.3289 -1.0083
H: -2.3313 -2.9916 -0.5578
H: 1.7273 2.4475 0.2346
H: 0.3902 -2.8803 -1.1822
H: -0.2279 3.3344 -0.7104
H: 2.9925 2.0280 -1.9354
H: 1.9750 0.6356 -2.0911
H: -0.7026 2.2405 0.9821
H: 0.6928 -2.0460 1.6335
H: -1.2965 -0.6841 0.1006
H: -0.0787 2.2802 -2.2523
H: -1.7583 0.8554 0.6259
H: 0.9321 3.6086 -1.8250
H: -1.0651 -4.0625 0.1271

## Properties
SMILES: CC(C)[C@H](N)C(=O)N[C@@H](CO)C(=O)O
LUMO level: 0.5 eV
charge: 0



*y*
Computed, not measured: 2 unconnected molecules or ions with the total composition C8H16N2O4, with ωB97M-V/def2-TZVPD.

Positions of all 30 atoms, in Å:
O: 0.8988 -1.8122 -1.9669
O: -0.4856 -3.5278 -2.3582
O: 0.9152 4.3781 -0.7040
O: 1.1536 2.1533 -0.8071
N: -0.6836 1.6313 1.1157
N: 0.9125 -2.0425 0.6187
C: 0.0279 -1.2785 1.5190
C: 0.1204 -3.0808 -0.0688
C: -1.3081 -2.9556 0.4820
C: -0.5557 3.0025 0.6559
C: -1.3639 -1.4915 0.9256
C: 0.5729 3.2787 -0.3382
C: 0.1402 -2.8407 -1.5896
C: -0.4283 3.9567 1.8407
H: 1.2503 -1.4482 -1.1183
H: -0.7417 1.0009 0.3213
H: -2.0519 -3.2290 -0.2701
H: -1.4754 3.2587 0.1116
H: -0.3436 4.9896 1.4949
H: 0.3257 -0.2272 1.5490
H: -1.4347 -3.6160 1.3475
H: 0.0637 -1.6724 2.5454
H: 0.1555 1.3640 1.6230
H: 1.8274 2.4510 -1.4403
H: 0.4676 3.7200 2.4298
H: -1.5080 -0.8365 0.0585
H: 1.7057 -2.4347 1.1118
H: -2.1607 -1.2847 1.6440
H: 0.5300 -4.0842 0.0921
H: -1.3016 3.8520 2.4897

## Properties
SMILES: O=C(O)[C@@H]1CCCN1.C[C@H](N)C(=O)O
LUMO level: 0.5 eV
charge: 0



*y* takes first place; second place is 4.3 kcal/mol up.



*w*
Computed, not measured: a molecular structure, C4H8ClN2, with ωB97M-V/def2-TZVPD.

Positions of all 15 atoms, in Å:
Cl: 1.0107 0.0976 -3.0338
N: -0.8511 0.1682 0.0841
N: -1.9061 -0.7563 -1.8306
C: 0.4658 0.7385 0.1871
C: -0.8827 -0.4360 -1.1440
C: 0.5545 -0.4830 -1.4590
C: 1.3062 0.3333 1.4184
H: -1.7247 -1.2984 -2.6557
H: 2.2763 0.7238 1.2331
H: -1.7200 0.3084 0.6070
H: 0.9375 -1.3711 -0.9772
H: 1.4003 -0.7447 1.3512
H: -2.9078 -0.3175 -1.6441
H: 0.4436 1.7913 -0.3035
H: 0.9827 0.8081 2.4422

## Properties
LUMO level: -3.9 eV
charge: +1



*x*
Computed, not measured: 2 unconnected molecules or ions with the total composition C4H8ClN2, with ωB97M-V/def2-TZVPD.

Positions of all 15 atoms, in Å:
Cl: 5.0174 0.1659 -0.3225
N: 0.0585 -0.5969 -0.6632
N: -0.3325 1.3359 0.1273
C: 3.9013 -0.3134 0.7631
C: -1.4106 -0.5676 -0.5533
C: -1.6893 0.9207 -0.2892
C: 0.5924 0.5518 -0.3499
H: -2.3413 1.0219 0.6100
H: -1.9788 -0.8082 -1.5344
H: 3.4389 -1.2762 0.4930
H: 0.0020 2.2325 0.5025
H: -1.6381 -1.3181 0.1815
H: 3.6713 0.3437 1.4862
H: 0.6803 -1.3824 -0.7930
H: -1.9880 1.4220 -1.1101

## Properties
LUMO level (alpha / beta): -7.3 / -5.5 eV
charge: +1



*w* takes first place; second place is 64.7 kcal/mol up.